C44H34CoN2O2P2 | wB97M-V/def2-TZVPD

Its spin multiplicity is 5. Its HOMO energy (spin up / spin down) is -10.602 / -10.992 eV. The value obtained for the largest force on an atom is 0.79 eV Å⁻¹. The expectation value of S² is 6.042. The calculation puts the relative energy (zero: lowest compared OMol25 entry of this formula, charge and spin) at 0.0207 eV. Its total energy is -109455.2824 eV. The net charge is +1.

Each line ends with the Mulliken spin population.
Geometry (Å):
Co -0.490 0.109 -0.798  2.803
O -3.378 0.857 -3.400  0.011
C -2.554 0.869 -2.508  0.021
O -2.172 -0.132 -1.790  0.079
C -1.936 2.199 -2.090  0.014
C -2.460 3.401 -2.608  -0.001
C -1.938 4.582 -2.175  0.002
C -0.893 4.575 -1.219  -0.005
C -0.323 5.762 -0.695  0.001
C 0.671 5.701 0.237  0.000
C 1.135 4.446 0.695  0.003
C 0.602 3.290 0.205  -0.057
C -0.417 3.332 -0.767  0.003
N -0.946 2.157 -1.225  0.024
H -3.260 3.332 -3.330  0.001
H -2.314 5.529 -2.541  0.000
H -0.695 6.716 -1.048  0.000
H 1.101 6.609 0.635  0.000
H 1.908 4.406 1.453  0.000
H 0.911 2.322 0.573  0.013
N -0.069 -0.908 2.223  0.010
P 1.145 -0.547 1.106  0.060
C 2.563 0.025 2.076  0.003
C 3.263 1.171 1.714  0.010
C 4.361 1.587 2.458  0.001
C 4.757 0.860 3.567  0.000
C 4.072 -0.294 3.927  0.001
C 2.986 -0.716 3.181  0.001
C 1.739 -2.136 0.451  0.028
C 2.932 -2.149 -0.273  0.004
C 3.353 -3.303 -0.912  0.003
C 2.584 -4.458 -0.837  -0.001
C 1.402 -4.454 -0.114  0.006
C 0.978 -3.296 0.526  0.006
P -1.579 -0.910 1.377  0.002
C -2.578 -2.113 2.257  0.013
C -2.969 -3.263 1.578  0.009
C -3.721 -4.230 2.231  0.002
C -4.076 -4.043 3.558  0.000
C -3.692 -2.892 4.237  0.001
C -2.949 -1.922 3.588  -0.003
C -2.227 0.747 1.760  0.000
C -3.405 1.132 1.112  -0.001
C -3.886 2.421 1.252  -0.004
C -3.187 3.344 2.023  0.008
C -2.021 2.968 2.670  -0.003
C -1.540 1.671 2.543  0.010
H 0.086 -1.577 2.967  0.003
H 2.970 1.739 0.841  0.007
H 4.904 2.476 2.165  0.000
H 5.609 1.185 4.150  0.000
H 4.394 -0.870 4.784  0.000
H 2.481 -1.634 3.455  0.000
H 3.545 -1.256 -0.329  -0.008
H 4.285 -3.304 -1.461  0.001
H 2.913 -5.361 -1.333  0.000
H 0.807 -5.355 -0.042  0.000
H 0.050 -3.313 1.086  -0.005
H -2.695 -3.396 0.538  0.002
H -4.033 -5.120 1.702  0.000
H -4.664 -4.795 4.068  0.000
H -3.983 -2.750 5.269  0.000
H -2.669 -1.012 4.106  0.000
H -3.929 0.429 0.475  0.001
H -4.799 2.714 0.750  0.000
H -3.556 4.357 2.119  0.000
H -1.478 3.686 3.270  0.000
H -0.621 1.382 3.035  0.002
C 0.249 -3.143 -5.344  0.002
C -0.546 -3.147 -4.208  0.063
C -0.341 -2.208 -3.198  0.056
C 0.680 -1.258 -3.302  -0.068
C 0.881 -0.299 -2.259  0.343
C 2.013 0.557 -2.411  0.031
C 2.778 0.595 -3.555  0.036
C 2.530 -0.318 -4.584  0.232
C 1.498 -1.268 -4.467  -0.027
C 1.265 -2.207 -5.482  0.170
H 0.072 -3.864 -6.130  0.003
H -1.345 -3.868 -4.110  0.001
H -0.989 -2.198 -2.332  0.043
H 2.249 1.243 -1.603  0.027
H 3.582 1.311 -3.664  0.006
H 3.147 -0.315 -5.474  -0.003
H 1.874 -2.192 -6.377  0.004